{"formula": "C89H154As2F27N28O15S5", "method": "ωB97M-V with the def2-TZVPD basis set", "total_charge": 7, "e_homo_ev": -18.87, "symbols": ["C", "C", "N", "C", "C", "N", "C", "C", "H", "H", "H", "H", "H", "H", "H", "H", "H", "H", "H", "C", "C", "N", "C", "C", "N", "C", "C", "H", "H", "H", "H", "H", "H", "H", "H", "H", "H", "H", "C", "C", "N", "C", "C", "N", "C", "C", "H", "H", "H", "H", "H", "H", "H", "H", "H", "H", "H", "C", "C", "N", "C", "C", "N", "C", "C", "H", "H", "H", "H", "H", "H", "H", "H", "H", "H", "H", "C", "C", "N", "C", "C", "N", "C", "C", "H", "H", "H", "H", "H", "H", "H", "H", "H", "H", "H", "C", "C", "N", "C", "C", "N", "C", "C", "H", "H", "H", "H", "H", "H", "H", "H", "H", "H", "H", "C", "C", "N", "C", "C", "N", "C", "C", "H", "H", "H", "H", "H", "H", "H", "H", "H", "H", "H", "C", "C", "N", "C", "C", "N", "C", "C", "H", "H", "H", "H", "H", "H", "H", "H", "H", "H", "H", "C", "C", "N", "C", "C", "N", "C", "C", "H", "H", "H", "H", "H", "H", "H", "H", "H", "H", "H", "C", "C", "N", "C", "C", "N", "C", "C", "H", "H", "H", "H", "H", "H", "H", "H", "H", "H", "H", "C", "C", "N", "C", "C", "N", "C", "C", "H", "H", "H", "H", "H", "H", "H", "H", "H", "H", "H", "C", "C", "N", "C", "C", "N", "C", "C", "H", "H", "H", "H", "H", "H", "H", "H", "H", "H", "H", "C", "C", "N", "C", "C", "N", "C", "C", "H", "H", "H", "H", "H", "H", "H", "H", "H", "H", "H", "C", "C", "N", "C", "C", "N", "C", "C", "H", "H", "H", "H", "H", "H", "H", "H", "H", "H", "H", "C", "F", "F", "F", "S", "O", "O", "O", "C", "F", "F", "F", "S", "O", "O", "O", "C", "F", "F", "F", "S", "O", "O", "O", "C", "F", "F", "F", "S", "O", "O", "O", "C", "F", "F", "F", "S", "O", "O", "O", "As", "F", "F", "F", "F", "F", "F", "As", "F", "F", "F", "F", "F", "F"], "xyz": [[-2.05715, -4.18105, 1.95872], [-0.79246, -4.85031, 1.49214], [0.05730, -5.37313, 2.54700], [1.31743, -4.88050, 2.69275], [1.77197, -5.42976, 3.88441], [0.79209, -6.27347, 4.29397], [-0.31683, -6.14762, 3.51686], [0.97176, -7.15936, 5.44741], [-2.82675, -4.10667, 1.19703], [-1.98467, -3.23425, 2.48939], [-2.46102, -4.88478, 2.70384], [-0.16582, -4.20772, 0.91047], [-1.02773, -5.66015, 0.79052], [1.65381, -4.12686, 1.97400], [2.70686, -5.27478, 4.40636], [-1.29763, -6.55561, 3.65540], [1.16490, -6.71002, 6.38943], [1.87146, -7.73327, 5.21493], [0.13542, -7.78448, 5.62890], [4.03381, -9.67466, -5.36292], [4.93757, -10.44876, -4.47106], [5.16843, -9.93015, -3.13781], [5.69483, -10.57532, -2.09647], [5.71798, -9.69775, -1.07699], [5.05047, -8.56313, -1.51938], [4.78654, -8.67610, -2.79996], [4.90385, -7.36806, -0.69859], [3.84709, -10.31535, -6.19062], [4.49180, -8.74087, -5.73918], [3.07698, -9.46414, -4.90278], [5.90126, -10.51440, -4.96888], [4.66756, -11.50062, -4.32676], [6.11733, -11.55779, -2.15062], [6.03090, -9.85935, -0.00968], [4.37217, -7.94973, -3.48599], [4.19716, -7.49852, 0.14901], [4.73416, -6.47033, -1.28501], [5.85714, -7.11892, -0.22728], [7.70812, -3.71324, 2.17492], [7.27089, -3.20980, 0.82420], [7.65205, -1.83734, 0.63379], [8.85765, -1.26500, 1.02447], [8.82194, 0.05731, 0.71848], [7.64470, 0.29272, 0.10005], [6.92772, -0.85798, 0.04586], [7.18998, 1.67272, -0.09914], [7.42252, -3.04351, 2.96239], [8.84028, -3.60780, 2.31254], [7.27860, -4.72963, 2.33875], [6.21320, -3.21640, 0.77843], [7.70145, -3.78316, -0.02479], [9.66862, -1.85695, 1.41032], [9.72381, 0.70107, 0.67780], [5.89655, -0.98412, -0.31027], [6.68482, 1.97286, 0.83166], [6.43704, 1.78384, -0.88706], [8.05417, 2.30169, -0.31110], [-5.35841, -0.14638, 3.65394], [-6.64863, -0.67139, 4.30253], [-7.81109, 0.18221, 3.86200], [-8.71207, 0.84668, 4.66640], [-9.69609, 1.31619, 3.84565], [-9.25709, 1.07487, 2.55786], [-8.19791, 0.29863, 2.56927], [-10.07117, 1.42885, 1.40835], [-4.59627, -0.80288, 4.00935], [-5.15894, 0.85803, 3.96605], [-5.35167, -0.14965, 2.55994], [-6.52438, -0.60093, 5.35187], [-6.86423, -1.71248, 4.07823], [-8.59421, 0.84641, 5.71984], [-10.64757, 1.77412, 4.08304], [-7.71656, -0.10958, 1.71134], [-9.63511, 0.87010, 0.61267], [-10.01032, 2.48801, 1.10347], [-11.10440, 1.05159, 1.48204], [-10.43582, -9.39722, -0.81199], [-10.45883, -8.74317, 0.54240], [-9.63775, -7.51064, 0.45412], [-10.10886, -6.24412, 0.56606], [-9.05475, -5.37421, 0.41172], [-7.93801, -6.18749, 0.22584], [-8.26674, -7.47476, 0.34352], [-6.57845, -5.70954, 0.00434], [-11.06183, -10.29906, -0.71220], [-9.42432, -9.54863, -1.20468], [-10.84195, -8.74091, -1.59630], [-10.05331, -9.36577, 1.35592], [-11.48452, -8.40698, 0.85599], [-11.14912, -5.97102, 0.69915], [-8.91139, -4.33243, 0.45904], [-7.58363, -8.35896, 0.40784], [-5.93636, -6.40854, -0.50785], [-6.09666, -5.55488, 0.93946], [-6.60518, -4.75419, -0.46168], [8.19012, -2.37493, -4.98001], [7.01897, -1.83144, -5.70028], [6.27765, -0.87062, -4.84593], [5.49069, -1.23136, -3.82653], [5.03393, -0.10350, -3.22462], [5.49009, 0.91707, -3.94942], [6.24367, 0.45568, -4.98580], [5.24235, 2.32310, -3.70012], [9.01215, -1.70050, -4.73458], [8.69919, -3.21471, -5.45639], [7.81132, -2.82416, -4.05802], [6.36479, -2.61246, -6.03324], [7.28513, -1.28811, -6.64087], [5.38563, -2.29591, -3.61097], [4.38617, -0.09467, -2.36539], [6.71775, 0.99187, -5.80237], [4.32755, 2.47279, -3.07967], [5.02091, 2.85996, -4.61090], [6.14737, 2.79387, -3.25779], [-2.68157, 0.90451, -1.21641], [-1.44205, 0.15883, -1.60628], [-0.61143, -0.05623, -0.37954], [-0.85782, -0.99667, 0.65408], [0.27354, -0.99351, 1.39010], [1.13765, -0.11821, 0.84720], [0.60480, 0.40794, -0.18988], [2.50949, 0.00151, 1.30294], [-3.22053, 1.11053, -2.13541], [-2.42334, 1.93522, -0.84963], [-3.34663, 0.27437, -0.65796], [-0.83920, 0.72673, -2.30176], [-1.59386, -0.86230, -1.96683], [-1.69155, -1.64295, 0.76233], [0.46750, -1.50854, 2.29547], [1.13592, 0.95217, -0.98334], [2.61311, 0.91178, 1.83800], [3.22230, -0.01305, 0.46293], [2.69107, -0.84027, 1.96437], [-5.71510, 6.12719, 5.28980], [-6.80934, 6.27180, 4.21539], [-6.24830, 6.41336, 2.88331], [-5.35898, 5.60743, 2.27603], [-5.08529, 6.16772, 1.06090], [-5.83301, 7.27404, 0.90491], [-6.55689, 7.44517, 1.99287], [-5.70841, 8.22717, -0.21740], [-6.14116, 6.22553, 6.25421], [-4.96415, 6.87557, 5.15174], [-5.28090, 5.13779, 5.23904], [-7.44605, 7.10959, 4.40113], [-7.44581, 5.38213, 4.32548], [-4.93189, 4.77021, 2.79666], [-4.36035, 5.89736, 0.33734], [-7.22742, 8.29882, 2.26713], [-6.22371, 7.92927, -1.12499], [-4.70121, 8.34780, -0.51664], [-5.98799, 9.18647, 0.22585], [-2.05319, -3.28078, -4.50720], [-2.20355, -2.41551, -5.78787], [-2.77750, -3.05554, -6.94699], [-2.19693, -4.09071, -7.72348], [-2.88119, -4.16413, -8.91264], [-3.84078, -3.15769, -8.84347], [-3.74270, -2.51730, -7.70845], [-4.86404, -2.91038, -9.83103], [-3.03240, -3.63634, -4.22898], [-1.61925, -2.76712, -3.67918], [-1.39043, -4.14206, -4.74656], [-1.20328, -2.04954, -5.94621], [-2.78258, -1.54718, -5.46659], [-1.45582, -4.73109, -7.26753], [-2.95112, -4.84775, -9.75102], [-4.28045, -1.58547, -7.46469], [-4.43299, -2.66504, -10.78678], [-5.41509, -2.03634, -9.50043], [-5.39641, -3.84440, -9.84682], [-2.98280, 2.54763, -6.68840], [-2.37657, 3.67507, -5.78431], [-2.68593, 5.08613, -6.19202], [-2.39127, 5.66531, -7.34655], [-2.88203, 6.93570, -7.27109], [-3.58479, 7.07771, -6.07782], [-3.39470, 5.95347, -5.43266], [-4.34441, 8.28143, -5.59753], [-2.51041, 2.50120, -7.66215], [-4.06869, 2.55634, -6.66004], [-2.61725, 1.63625, -6.13013], [-1.29353, 3.59044, -5.65940], [-2.79878, 3.57280, -4.79723], [-1.84921, 5.07520, -8.05657], [-2.74545, 7.66546, -8.07172], [-3.80935, 5.72406, -4.47033], [-4.12743, 8.21093, -4.54310], [-5.42583, 8.21179, -5.79062], [-3.97874, 9.13459, -6.05822], [9.03265, 0.01722, 5.94272], [8.04827, 0.87924, 6.77573], [7.05206, 1.52226, 5.84021], [7.33848, 2.68901, 5.18758], [6.27567, 2.90242, 4.36285], [5.37412, 1.88176, 4.57455], [5.82968, 1.09270, 5.49298], [3.99774, 1.85734, 4.03519], [8.41820, -0.76161, 5.51937], [9.82958, -0.41456, 6.52911], [9.45506, 0.62016, 5.12532], [8.49711, 1.59868, 7.42127], [7.53263, 0.16231, 7.41641], [8.30441, 3.17610, 5.22650], [6.14096, 3.70692, 3.61945], [5.49346, 0.11396, 5.80856], [3.37832, 2.33658, 4.73490], [3.69272, 0.82484, 3.97634], [4.06967, 2.29911, 3.02697], [-0.53972, 0.16563, 10.25699], [-0.87856, -1.16419, 9.70672], [0.23181, -2.06415, 9.54454], [1.09868, -1.98270, 8.52261], [2.12696, -2.82049, 8.83480], [1.81734, -3.34729, 10.07349], [0.65330, -2.91800, 10.49577], [2.62397, -4.25097, 10.83528], [-1.42215, 0.77837, 10.59247], [0.01289, 0.87470, 9.66077], [0.05511, 0.04532, 11.17121], [-1.49622, -1.13427, 8.79259], [-1.60814, -1.64078, 10.34711], [0.85617, -1.33779, 7.67866], [3.03517, -3.06690, 8.28294], [0.09335, -3.22973, 11.35652], [2.29460, -4.20458, 11.86879], [3.65746, -3.97359, 10.77027], [2.57025, -5.25314, 10.44885], [2.82151, 8.06930, -3.26775], [1.65337, 8.52923, -4.07942], [1.33936, 7.44154, -5.08331], [0.91197, 6.18106, -4.79114], [1.12648, 5.41454, -5.90565], [1.67712, 6.28593, -6.84101], [1.83453, 7.46787, -6.31793], [2.01347, 5.92785, -8.24560], [2.75947, 7.01819, -2.96498], [2.83275, 8.66250, -2.34264], [3.74147, 8.29067, -3.76299], [1.74221, 9.46695, -4.62986], [0.78649, 8.61478, -3.43804], [0.51084, 5.94867, -3.82522], [0.95254, 4.39340, -6.12634], [2.27383, 8.33552, -6.84203], [1.08033, 5.99607, -8.81584], [2.42429, 4.89176, -8.17352], [2.77758, 6.58156, -8.71520], [-0.35673, 9.27635, 1.71734], [0.20672, 7.95324, 1.16029], [-0.34831, 6.78028, 1.84507], [-1.34224, 6.74181, 2.76959], [-1.51436, 5.45677, 3.09753], [-0.64510, 4.68893, 2.30903], [0.05603, 5.53564, 1.56299], [-0.41989, 3.23075, 2.28813], [0.17255, 10.01348, 1.09055], [-0.09402, 9.40819, 2.76745], [-1.41467, 9.34815, 1.41136], [1.30193, 8.03009, 1.27970], [0.03442, 7.74097, 0.06482], [-1.75657, 7.61095, 3.19713], [-2.18317, 4.94452, 3.79544], [0.87844, 5.31147, 0.89137], [-0.27275, 2.79705, 1.27620], [-1.21924, 2.78774, 2.88486], [0.45062, 2.95067, 2.91393], [2.56173, -3.67903, -2.47173], [2.97048, -3.02936, -3.54981], [1.34278, -3.26923, -2.06025], [2.43991, -5.01253, -2.81909], [3.88077, -3.35747, -1.14074], [5.07373, -3.80315, -1.77524], [3.76030, -1.91919, -1.01666], [3.45385, -4.12418, -0.01849], [4.46795, 4.70898, -0.99781], [4.66485, 5.95921, -0.64330], [3.72745, 4.74722, -2.16690], [5.68620, 4.21413, -1.29637], [3.77878, 3.46099, 0.23158], [4.62493, 3.59965, 1.41848], [2.43100, 3.90134, 0.44532], [3.92417, 2.20452, -0.46483], [-2.40561, 4.92207, -1.58545], [-3.77214, 4.56951, -1.72616], [-2.07219, 4.40274, -0.36852], [-1.76634, 4.21127, -2.60467], [-2.15973, 6.80634, -1.60393], [-2.67216, 7.18343, -0.29457], [-0.74047, 6.95329, -1.89845], [-2.95953, 7.21322, -2.71987], [-6.01989, -1.20901, -1.22539], [-7.03177, -1.80177, -1.88019], [-5.04691, -1.07790, -2.15709], [-6.51055, -0.02292, -0.90050], [-5.33447, -2.20043, 0.27461], [-6.53206, -2.31940, 1.07751], [-4.83344, -3.45383, -0.34808], [-4.30172, -1.26973, 0.70927], [1.94441, 0.52557, -4.96404], [3.11556, 1.16115, -5.16229], [1.90242, -0.41775, -5.86324], [1.92109, 0.01658, -3.73033], [0.60429, 1.76843, -5.18125], [0.64278, 2.49581, -3.92370], [0.94805, 2.45373, -6.38308], [-0.57457, 0.95725, -5.32553], [4.55453, -2.59782, 4.23503], [3.11353, -2.54407, 3.23946], [3.94990, -1.28704, 5.19228], [6.03622, -2.69382, 5.20420], [5.06732, -4.01194, 3.21490], [5.39315, -1.37580, 3.13441], [3.67054, -3.70954, 5.24980], [-1.14350, -0.01092, 4.63057], [-1.89414, 0.39136, 3.09945], [-1.38092, 1.68785, 5.00858], [-0.39254, -0.39115, 6.16250], [-0.81104, -1.70009, 3.99299], [0.48114, 0.38586, 4.01226], [-2.70493, -0.43161, 5.22082]], "forces_ev_per_angstrom": [[-0.743, -0.872, 1.233], [-0.426, -0.237, -1.405], [-0.748, 1.867, -1.700], [0.460, -0.013, 1.266], [0.181, 0.548, -2.032], [-1.325, -0.071, 1.606], [1.773, -0.871, 1.275], [1.038, -0.480, -0.775], [0.168, 0.065, -0.364], [0.511, 0.117, -0.143], [-0.362, 0.300, -0.097], [0.395, 0.600, -0.269], [-0.118, -0.064, 0.332], [0.381, -0.554, 0.602], [-0.221, -0.228, -0.098], [0.054, -0.368, 0.132], [0.142, 1.284, 0.529], [-0.337, -0.359, 0.135], [-0.808, -0.701, -0.394], [-0.168, 0.851, 0.294], [1.364, -1.561, -0.287], [-1.569, 2.085, -1.826], [1.053, -0.288, 0.703], [-0.611, -0.059, 2.037], [1.107, 0.786, 1.443], [0.262, -1.641, -0.272], [0.398, 0.704, 1.076], [-0.200, -0.337, -0.901], [-0.213, -0.436, 0.221], [-0.286, 0.133, 0.109], [0.313, 0.031, 0.016], [-0.467, 0.257, -0.183], [-0.077, -0.271, -0.120], [-0.390, 0.451, -1.474], [-0.017, -0.093, 0.370], [0.120, 0.013, -0.970], [-0.681, -0.176, -0.231], [0.133, -0.442, -0.034], [1.914, -0.263, 0.289], [0.674, -0.784, -0.390], [0.720, 2.827, -0.533], [-0.315, -0.443, -0.088], [2.121, -0.914, -0.184], [-1.179, -0.232, -0.415], [0.230, 0.006, 0.728], [-0.912, 0.126, 0.166], [-0.965, 0.209, 0.330], [-1.311, -1.118, -0.559], [0.792, 0.842, 0.068], [-1.128, -0.277, -0.243], [-0.383, 0.120, 0.587], [-0.064, 0.051, 0.092], [-1.217, -0.099, 0.299], [0.523, 0.154, 0.151], [0.301, 0.220, -0.345], [0.301, -0.361, 0.079], [-0.107, -0.102, 0.075], [-1.037, -0.667, -0.382], [0.141, 1.037, -1.596], [0.345, -0.800, -0.530], [-0.362, -0.638, -1.051], [1.007, 0.440, 0.560], [-2.401, 0.206, 0.480], [0.791, 0.491, 1.770], [-0.097, -0.213, -0.981], [0.844, -0.183, 0.017], [0.190, 0.565, 0.447], [-0.148, -0.292, 0.207], [-0.348, 0.307, 1.104], [-0.073, 0.049, -0.325], [-0.096, -0.004, 0.621], [0.301, 0.160, -0.209], [0.377, -0.314, -0.328], [0.210, -0.319, -0.951], [-0.137, -0.426, 0.675], [0.429, 0.472, 0.382], [-0.628, -0.121, -0.527], [-0.278, 0.812, 0.446], [1.561, -0.416, 1.065], [0.301, 1.498, -0.412], [0.458, -2.392, -0.161], [0.173, -0.481, 0.357], [-1.684, -0.101, -0.237], [-0.057, -0.092, 0.560], [0.599, 0.112, -0.589], [-0.072, -0.688, 0.554], [-0.443, -0.123, 0.470], [-0.129, 0.151, -0.406], [0.970, -0.424, -0.386], [0.162, -0.431, -0.016], [-0.213, 0.939, -0.103], [-0.853, 1.129, -0.392], [-0.346, -0.296, -0.591], [0.241, 0.257, 1.000], [-0.035, 0.432, -0.625], [1.068, -1.191, 1.192], [0.254, 1.635, -1.658], [0.329, 0.222, -1.768], [0.003, -1.606, 1.077], [-0.564, -1.750, 0.560], [1.114, 1.430, -1.791], [-0.346, -0.256, 0.978], [-0.209, 1.161, 0.771], [-0.424, 0.425, -0.040], [-0.376, 0.102, -0.551], [0.199, 0.140, 0.246], [-0.620, -0.374, 0.168], [-0.070, -0.275, 0.802], [-0.160, 0.582, 0.318], [-0.058, 0.567, 0.013], [-0.168, 0.142, 0.481], [0.992, -0.421, -0.145], [0.101, -0.159, -0.485], [-0.786, -0.365, -0.042], [-0.033, 1.110, -1.236], [0.784, -0.349, 1.325], [-0.998, -1.465, 0.402], [1.077, 0.983, -1.015], [-1.192, -0.733, 0.372], [1.822, -0.726, 1.529], [0.059, 1.606, -3.540], [0.634, -0.430, -0.440], [-0.204, 0.025, -0.364], [-0.340, -1.258, 0.316], [-0.141, 0.218, 0.942], [0.225, 0.020, -0.251], [-0.355, 0.320, -0.297], [-0.900, 0.167, -0.166], [0.290, -0.278, 0.478], [-0.236, 0.133, 0.755], [0.138, 0.825, 0.478], [-0.544, -0.059, 0.347], [0.146, 0.053, -0.037], [-0.414, -0.154, -1.309], [0.228, -0.941, 1.217], [-1.565, 2.326, -1.668], [0.676, 0.065, -0.479], [0.665, -1.491, 0.289], [-0.018, 0.567, -0.389], [-0.625, -0.386, 2.687], [-0.606, 0.622, 0.765], [-0.478, 0.196, 0.949], [0.578, 0.467, 0.053], [0.289, -0.207, -0.056], [-0.250, 0.672, 0.067], [0.063, 0.192, -0.658], [0.044, -0.143, -0.206], [0.269, -0.244, -0.393], [0.765, -1.042, -0.563], [-0.649, -0.038, 0.374], [1.275, -0.307, 0.138], [-0.461, -0.060, -0.668], [-0.268, -1.421, -1.948], [0.732, 0.478, 2.702], [0.250, -0.562, -1.969], [-0.779, 0.117, 0.354], [-0.482, 0.507, 1.228], [0.948, -0.217, -0.046], [0.225, 1.128, 1.108], [0.114, 0.160, 0.089], [-0.253, -0.355, 0.331], [0.313, 0.719, 0.292], [-0.482, 0.367, 0.344], [0.277, 0.281, -0.934], [-0.269, -0.047, -0.665], [0.043, 0.127, -0.343], [0.576, 0.019, 0.296], [0.260, -0.870, -0.074], [0.244, -0.161, -0.358], [-0.501, -0.281, -0.026], [-0.934, 0.078, -0.495], [1.455, -0.124, 1.998], [-0.483, 0.002, -0.522], [-1.330, -1.140, 2.707], [0.322, 0.979, -0.472], [0.051, 0.383, -1.673], [0.785, 0.725, -1.849], [-0.169, -1.577, 0.372], [-0.414, -2.666, 0.823], [-0.317, 0.146, -0.296], [-0.008, 0.172, -0.399], [-0.477, 0.746, -0.741], [-0.249, 0.000, -0.320], [-0.104, 0.005, 0.331], [0.167, 0.409, -0.559], [-0.547, 0.096, 0.709], [0.076, -0.015, 0.194], [-0.256, 0.788, 0.430], [0.500, -0.341, -0.057], [0.923, 1.526, -0.715], [-0.629, 1.277, -0.247], [-0.499, -1.702, -1.015], [1.035, -0.120, 1.665], [-0.419, -0.384, -0.975], [0.383, 1.115, -0.635], [-1.244, 1.456, -1.045], [2.285, -1.634, 1.241], [1.569, -0.782, -1.103], [0.071, -0.477, -0.320], [0.110, -0.006, 0.268], [0.054, -0.248, 0.260], [0.264, 0.835, 0.087], [-0.387, 0.342, 0.017], [-0.292, -0.004, 0.255], [-0.249, -0.748, 0.595], [-0.555, 0.349, -0.057], [-0.955, 0.991, 0.541], [-0.063, -0.350, -0.097], [-0.431, 0.050, 0.660], [-0.082, 1.894, 1.750], [-2.535, -0.349, -0.775], [-1.114, 0.106, 1.195], [0.679, -0.102, -0.680], [0.177, 0.185, -0.227], [0.681, -0.526, -0.401], [-0.348, 1.188, -1.534], [0.474, -0.604, 0.508], [0.470, -1.024, -0.434], [0.320, -0.240, -0.771], [-0.073, -0.048, -0.055], [0.842, 0.214, -0.172], [0.119, -0.287, 0.669], [0.390, -0.304, 0.189], [-0.392, 0.055, 0.395], [0.133, 0.115, 0.274], [0.135, -0.196, 0.038], [0.488, 0.399, 0.108], [-0.315, -0.472, -0.068], [0.156, 0.719, 1.191], [-1.224, -1.183, -0.493], [0.795, 1.681, 0.403], [0.004, -0.616, -0.523], [0.007, 1.756, 0.261], [0.465, -1.248, -1.263], [-0.011, 1.413, 0.002], [0.221, -0.734, 0.433], [-0.043, 0.233, -0.253], [0.094, -0.153, -0.147], [0.759, -0.202, -0.375], [0.346, -0.161, 0.080], [-0.371, -0.026, -0.001], [-0.104, -0.162, 0.205], [-0.059, -0.727, -0.120], [-0.362, -0.658, 0.570], [0.392, -0.314, -0.068], [-0.525, 0.797, -0.495], [-0.523, -0.212, 0.705], [0.222, -0.630, -2.133], [0.313, 0.490, -0.737], [1.032, -0.379, -0.694], [0.491, -0.087, 0.146], [-0.469, -2.434, 0.185], [0.453, 0.361, -0.376], [-0.139, 0.723, 0.332], [0.220, -0.513, 1.259], [-0.249, 0.127, 0.617], [-0.389, 0.116, -0.125], [0.270, 0.162, 0.798], [-0.390, -0.650, 0.254], [-0.058, 0.801, 1.142], [-0.440, 0.697, 0.180], [0.383, 0.450, -0.306], [-0.225, -0.270, 0.064], [-0.462, 0.654, 0.644], [-0.265, -0.189, -0.700], [-0.097, 0.520, -0.537], [0.721, -1.089, 1.188], [-0.669, 0.254, -0.569], [0.495, -0.018, -0.578], [0.101, 1.191, 0.393], [-2.111, 0.361, -0.828], [1.619, -0.562, -0.815], [0.194, 0.479, 0.191], [-0.416, -0.606, 1.046], [0.220, -0.701, -1.008], [-0.537, 0.164, 0.661], [0.544, -0.309, 1.140], [0.138, 0.009, -0.401], [0.751, 0.824, 0.968], [-0.127, -0.068, -0.982], [-1.132, 0.197, -0.030], [0.080, -0.151, -0.427], [-1.206, -1.740, -0.413], [1.892, 0.898, 0.031], [0.245, 0.339, -1.275], [-0.767, 1.466, 1.971], [0.807, -0.678, -0.531], [0.745, -0.198, -0.527], [-0.433, -0.239, 1.040], [-1.076, 0.163, -0.529], [0.158, -1.417, -0.592], [-0.109, -0.760, 0.313], [0.069, 0.425, 0.449], [0.464, 0.853, 0.591], [0.597, 0.010, -2.763], [0.047, -0.141, 0.545], [-0.637, 1.852, 1.171], [-0.454, -0.740, 0.313], [-0.122, 1.602, -0.102], [0.373, 0.063, 0.380], [-0.313, -1.274, -0.478], [0.163, -0.322, -0.019], [-0.565, -1.076, 1.757], [0.297, 0.353, -0.493], [0.673, 1.052, -1.056], [-0.834, -0.823, 0.068], [1.194, -0.839, -1.764], [0.383, 0.415, 0.017], [0.179, 0.109, 0.041], [-1.281, 0.098, -0.746], [-0.322, 1.658, 1.123], [-0.943, -1.431, 1.105], [0.598, 0.161, 0.385], [1.130, -0.216, -1.408], [0.347, -0.361, 0.032], [0.222, -0.613, 0.528], [-0.500, 0.103, -0.366], [-0.679, 1.398, 0.997], [-0.834, -0.002, 0.148], [0.329, -0.253, 0.334]], "mulliken_charge": [-0.879, -0.057, 0.331, -0.164, -1.146, 0.164, -0.145, -0.846, 0.185, 0.019, 0.554, -0.044, 0.307, 0.294, 0.838, 0.457, 0.339, 0.360, 0.358, -1.460, -0.244, 0.129, -0.354, -0.393, 0.277, -0.200, -0.880, 0.376, 0.377, 0.415, 0.319, 0.448, 0.462, 0.383, 0.470, 0.379, 0.070, 0.411, -1.324, 0.394, 0.596, -0.403, -0.882, 0.425, -0.904, -0.269, 0.277, 0.402, 0.336, -0.214, 0.172, 0.514, 0.494, 0.794, 0.245, -0.226, 0.398, -0.314, -0.710, 0.220, -0.399, -0.560, 0.225, 0.122, -0.894, 0.198, 0.485, -0.144, 0.398, 0.253, 0.519, 0.476, 0.112, 0.317, 0.305, 0.378, -1.070, -0.443, 0.141, -0.326, -0.506, 0.221, -0.104, -1.060, 0.366, 0.347, 0.338, 0.324, 0.294, 0.403, 0.559, 0.380, 0.388, 0.477, 0.259, -0.967, -0.491, 0.299, -0.933, -1.052, 0.220, -0.337, -1.024, 0.322, 0.403, 0.206, 0.292, 0.366, 0.832, 1.086, 0.460, -0.076, 0.583, 0.516, 0.079, 1.141, 1.478, -2.037, -0.615, 1.656, -1.483, 1.220, 0.521, -0.286, -0.460, -0.735, -0.205, 0.673, 1.097, 0.615, -0.109, -0.765, -1.034, -1.165, -0.347, 0.195, -0.995, -0.734, 0.248, -0.084, -0.609, 0.423, 0.323, 0.324, 0.382, 0.238, 0.789, 0.672, 0.393, 0.254, 0.226, 0.341, -1.150, -0.478, 0.352, -0.253, -0.569, 0.098, 0.087, -0.790, 0.430, 0.081, 0.365, 0.419, 0.267, 0.411, 0.450, 0.297, 0.345, 0.271, 0.375, -1.057, -0.026, 0.430, -0.141, -0.887, 0.172, -0.523, -0.618, 0.395, 0.428, 0.068, -0.141, 0.019, 0.587, 0.457, 0.777, 0.217, 0.282, 0.356, -0.773, -0.701, 0.119, -0.571, -0.455, 0.369, -0.189, -0.060, 0.110, 0.401, 0.303, 0.450, 0.306, 0.463, 0.524, 0.522, 0.356, 0.158, -0.200, -1.095, -0.559, 0.194, -0.575, -0.812, 0.127, -0.013, -0.808, 0.376, 0.326, 0.366, 0.268, 0.351, 0.734, 0.694, 0.437, 0.318, 0.375, 0.324, -0.931, -0.387, 0.322, -1.303, -0.902, 0.309, -0.164, -0.760, 0.142, 0.427, 0.379, 0.432, 0.091, 1.202, 0.826, 0.433, 0.287, 0.291, 0.348, -1.698, 0.554, 0.628, -0.526, -1.002, 0.664, -1.105, -0.699, 0.465, 0.410, 0.343, 0.414, -0.263, 0.607, 0.720, 0.892, 0.221, 0.123, 0.278, 0.236, -0.148, -0.135, -0.241, 0.850, -0.634, -0.184, -0.368, 0.137, -0.188, -0.041, -0.179, 0.400, -0.732, -0.138, -0.139, -0.007, -0.285, -0.057, 0.115, 0.768, -0.518, -0.389, -0.487, 0.492, -0.273, -0.144, -0.257, 0.912, -0.569, -0.699, -0.433, 0.126, -0.200, -0.200, -0.034, 0.500, 0.042, -0.761, -0.334, 2.151, -0.493, -0.604, -0.502, -0.491, -0.528, -0.471, 1.903, -0.521, -0.518, -0.408, -0.493, -0.415, -0.478]}